# 1
79
Properties=species:S:1:pos:R:3:forces:R:3 method="wB97M-V/def2-TZVPD" lumo_energy_ev="3.7 / 3.7" multiplicity=2 gap_ev="4.634 / 5.469" relative_energy_kj_mol=61.5 homo_energy_ev="-0.95 / -1.79" charge=-2
Ir -0.46057 -0.00286 0.28481 0.6 0.1 0.5
O -0.61357 3.59361 -1.48709 0.0 0.1 0.1
C -0.57048 2.63705 -0.73641 0.2 -0.3 -0.1
O 0.01470 1.50868 -1.02013 -0.4 0.2 0.2
C -1.19948 2.71474 0.70407 0.0 -0.1 0.2
O -1.56713 3.78652 1.15622 0.0 0.0 -0.1
O -1.25485 1.59362 1.35353 0.2 0.0 -0.1
C -4.05259 -4.50928 -0.30624 0.0 0.0 0.0
C -2.70495 -3.88378 -0.59528 0.1 0.0 0.1
O -2.87242 -2.47206 -0.61420 -0.2 -0.1 -0.2
P -2.00105 -1.53155 -1.58620 0.3 0.3 -0.3
S -0.00638 -1.70979 -1.34331 -0.2 -0.2 0.1
S -2.73780 0.27775 -1.47676 -0.2 -0.5 0.0
O -2.28755 -2.25260 -3.03320 0.0 0.0 0.0
C -3.58442 -2.13307 -3.60711 0.0 0.0 0.0
C -3.96484 -3.45747 -4.23977 0.0 0.0 0.0
H -3.96789 -5.59868 -0.27197 0.0 0.0 0.0
H -4.78200 -4.23713 -1.07224 0.0 0.0 0.0
H -4.42561 -4.15879 0.65662 0.0 0.0 0.0
H -2.29983 -4.23424 -1.54800 0.0 0.0 0.0
H -1.99367 -4.12627 0.19646 0.0 0.0 0.0
H -3.55703 -1.34022 -4.35954 0.0 0.0 0.0
H -4.31050 -1.83053 -2.84830 0.0 0.0 0.0
H -3.15760 -3.80992 -4.88419 0.0 0.0 0.0
H -4.86672 -3.34491 -4.84685 0.0 0.0 0.0
H -4.15278 -4.21981 -3.48174 0.0 0.0 0.0
Se 1.81244 -3.80531 6.10776 0.0 0.0 0.0
P 0.46626 -4.23969 4.54093 0.0 -0.1 0.0
C 1.04012 -5.62433 3.48724 0.1 0.0 0.0
C 0.34044 -5.95386 2.32591 0.0 0.1 0.0
C 0.79858 -6.97678 1.51128 0.0 0.0 0.0
C 1.95510 -7.67074 1.84456 0.0 0.0 0.0
C 2.65348 -7.34335 2.99698 0.0 0.0 0.0
C 2.19643 -6.32046 3.81796 -0.1 0.0 0.0
C -1.11998 -4.80400 5.22626 0.0 0.0 0.0
C -1.51232 -6.13340 5.19663 0.0 0.0 0.0
C -2.70493 -6.52095 5.79714 0.0 0.0 0.0
C -3.50434 -5.58086 6.42541 0.0 0.0 0.0
C -3.10811 -4.24810 6.46105 0.0 0.0 0.0
C -1.92008 -3.86190 5.86920 0.0 0.0 0.0
C -0.03340 -2.98153 3.36586 -0.1 0.1 0.1
C 0.43683 -1.83257 2.71339 0.3 0.0 -0.1
N -0.51498 -1.52292 1.79621 -0.3 0.5 -0.2
N -1.50014 -2.39472 1.89360 -0.1 0.0 0.0
N -1.23794 -3.27732 2.82291 0.0 0.0 0.0
P 1.93342 -0.81608 2.83892 -0.1 -0.1 -0.1
Se 1.79304 1.00098 1.80370 0.1 -0.1 0.0
C 3.33118 -1.86077 2.29177 0.0 0.1 -0.1
C 3.47792 -3.17794 2.71099 0.0 0.0 0.0
C 4.54309 -3.94468 2.26667 0.0 0.0 0.0
C 5.47534 -3.39511 1.39670 0.0 0.0 0.0
C 5.33538 -2.08098 0.97424 0.0 0.0 0.0
C 4.26490 -1.31605 1.41610 0.0 0.0 0.0
C 2.18370 -0.56110 4.61543 -0.1 -0.1 0.0
C 3.41557 -0.74557 5.22675 0.0 0.0 0.0
C 3.56887 -0.46648 6.57714 0.0 0.0 0.0
C 2.48974 -0.00970 7.31801 0.0 0.0 0.0
C 1.25924 0.18801 6.70405 0.0 0.0 0.0
C 1.10572 -0.08036 5.35549 0.0 0.0 0.0
H -0.54444 -5.38975 2.05653 0.0 0.0 0.0
H 0.26024 -7.21853 0.60366 0.0 0.0 0.0
H 2.31704 -8.46047 1.19705 0.0 0.0 0.0
H 3.56076 -7.87598 3.25571 0.0 0.0 0.0
H 2.73086 -6.04335 4.71938 0.0 0.0 0.0
H -0.89452 -6.87276 4.70362 0.0 0.0 0.0
H -3.00838 -7.56024 5.76378 0.0 0.0 0.0
H -4.43941 -5.88045 6.88290 0.0 0.0 0.0
H -3.73287 -3.50764 6.94430 0.0 0.0 0.0
H -1.61143 -2.82375 5.88997 0.0 0.0 0.0
H 2.77327 -3.61095 3.40582 0.1 0.0 0.0
H 4.63484 -4.97217 2.59688 0.0 0.0 0.0
H 6.30587 -3.99441 1.04244 0.0 0.0 0.0
H 6.05026 -1.65089 0.28371 0.0 0.0 0.0
H 4.12305 -0.29923 1.07081 0.0 0.0 0.0
H 4.25545 -1.11765 4.65321 0.0 0.0 0.0
H 4.52962 -0.62285 7.05236 0.0 0.0 0.0
H 2.60522 0.19239 8.37617 0.0 0.0 0.0
H 0.41679 0.55317 7.27790 0.0 0.0 0.0
H 0.15473 0.09489 4.86491 0.0 0.0 0.0


# 2
25
Properties=species:S:1:pos:R:3:forces:R:3 method="wB97M-V/def2-TZVPD" lumo_energy_ev=0.8 gap_ev=10.000 relative_energy_kj_mol=96.5 homo_energy_ev=-9.23 charge=0 smiles="CC(C)(C)NP(C)(C)=O"
C -2.33592 -0.34275 -0.90719 4.1 1.2 -0.2
C -1.18183 -0.45339 0.10844 -1.1 0.4 3.2
C -1.18751 -1.75673 0.95979 0.5 1.1 -6.2
C -1.25219 0.65436 1.25015 0.2 2.5 0.0
N 0.06064 -0.27050 -0.60713 1.3 -0.4 0.4
P 1.60343 -0.07616 0.19097 -0.3 1.6 -3.2
C 2.79014 -0.75367 -1.06954 -4.7 -0.8 -1.5
C 2.19611 1.68718 0.20345 -4.5 0.2 2.8
O 1.67499 -0.56005 1.55802 -0.1 -1.1 1.3
H -2.20828 0.70543 -1.25098 -0.8 -0.7 -0.6
H -2.24581 -1.13487 -1.62790 0.6 0.1 -1.0
H -3.23313 -0.55920 -0.51972 -3.4 0.0 2.0
H -1.88910 -1.64518 1.63912 -3.5 -0.2 3.2
H -0.26208 -1.74120 1.32192 3.6 -0.6 2.1
H -1.27236 -2.52223 0.21640 -0.4 -1.2 0.1
H -0.98042 1.68530 0.74532 -0.3 -1.8 1.0
H -2.26511 0.90362 1.73563 1.3 -1.0 -0.7
H -0.46762 0.45175 2.09423 -1.5 0.3 -1.7
H -0.17371 0.35871 -1.35424 0.8 0.3 -0.5
H 2.43122 -0.35975 -2.08417 1.0 0.4 1.4
H 3.69175 -0.42291 -0.67418 2.1 -0.1 -0.1
H 2.51809 -1.82269 -1.29855 1.1 0.6 1.1
H 1.43919 2.43626 0.77693 1.5 -2.0 -1.3
H 3.03039 1.66265 0.81101 1.9 -0.2 1.4
H 2.46052 2.13419 -0.66650 0.6 1.1 -3.0


# 3
11
Properties=species:S:1:pos:R:3:forces:R:3 method="wB97M-V/def2-TZVPD" lumo_energy_ev="-8.1 / -8.1" gap_ev="8.211 / 8.210" relative_energy_kj_mol=576.6 homo_energy_ev="-16.33 / -16.33" charge=+1
C -2.13909 -0.80658 -0.04552 0.9 -0.2 -0.6
C 0.01877 0.16469 -0.15254 0.0 0.2 -0.5
C -0.45116 -0.52685 0.99685 -2.1 0.4 -1.1
C 1.42970 0.64020 -0.35112 -0.1 -2.5 1.7
N -0.84975 0.13714 -1.16001 5.1 1.5 -0.1
N -2.14194 -0.06614 -1.03618 -4.4 -1.1 1.3
H -1.19558 -0.29958 1.72100 -0.2 1.1 0.8
H 0.03196 -1.42338 1.21227 1.1 -1.6 0.5
H 1.37474 1.60590 -0.73067 0.1 1.9 -0.7
H 1.90716 -0.01415 -1.07042 0.2 0.0 -0.3
H 2.01519 0.58876 0.61633 -0.8 0.2 -1.1


# 4
70
Properties=species:S:1:pos:R:3:forces:R:3 method="wB97M-V/def2-TZVPD" lumo_energy_ev=0.3 gap_ev=7.908 relative_energy_kj_mol=53.2 homo_energy_ev=-7.66 charge=0 smiles="CCOc1cc(NC(=O)c2cccs2)c(OCC)cc1NC(=O)CCC(=O)NCCN1CCOCC1"
C 1.22303 -4.92686 0.91695 -0.3 0.3 0.0
C 0.26712 -3.94926 1.59122 0.2 -0.4 0.2
O -0.47779 -3.17819 0.66369 -0.1 0.3 -0.3
C 0.12876 -2.13456 0.01574 -0.2 0.3 -0.3
C 1.42241 -1.69434 0.23876 -0.1 -0.2 0.1
C 1.92826 -0.60612 -0.45939 -0.4 0.0 -0.2
N 3.22280 -0.12590 -0.27387 0.1 0.4 -0.2
C 4.23142 -0.65830 0.47004 -0.1 -0.1 0.0
O 4.14364 -1.67680 1.13278 0.0 0.0 0.0
C 5.48779 0.10436 0.41780 0.6 0.4 -0.1
C 6.64219 -0.24017 1.06845 -0.5 -0.1 -0.2
C 7.69602 0.66427 0.84255 0.1 0.2 -0.1
C 7.33643 1.68842 0.02370 -0.3 0.0 -0.1
S 5.70457 1.57080 -0.48849 0.3 -0.4 0.4
C 1.12945 0.06481 -1.40264 0.1 -0.3 0.3
O 1.73477 1.11182 -2.04593 0.2 -0.3 0.3
C 0.97040 1.95214 -2.89140 -0.2 0.4 -0.2
C 0.07401 2.91250 -2.11749 0.3 -0.3 -0.1
C -0.16096 -0.38060 -1.63080 0.1 0.1 -0.1
C -0.66716 -1.46600 -0.92799 0.4 0.0 0.2
N -1.97278 -1.94368 -1.10140 0.1 -0.4 0.3
C -3.01844 -1.35328 -1.71406 -0.4 -0.3 -0.1
O -2.96020 -0.29942 -2.32875 0.1 0.2 -0.2
C -4.32602 -2.11093 -1.54585 0.0 0.1 0.1
C -4.89275 -1.95923 -0.13128 -0.1 0.0 0.1
C -5.28435 -0.55844 0.34020 0.0 -0.4 -0.2
O -5.72045 -0.40232 1.46547 0.0 -0.1 0.3
N -5.14383 0.45101 -0.53743 0.0 0.2 -0.3
C -5.36235 1.82756 -0.15535 0.1 0.3 0.1
C -4.07863 2.67537 -0.25454 -0.2 -0.1 0.0
N -3.05906 2.48097 0.74945 0.0 -0.1 0.0
C -2.38348 1.19776 0.73700 0.4 0.1 0.2
C -1.11512 1.33129 1.58057 -0.1 -0.3 -0.4
O -1.42890 1.68242 2.90790 0.0 -0.1 0.2
C -2.16336 2.88449 2.94850 -0.3 0.2 0.1
C -3.44346 2.79747 2.11240 0.3 0.0 0.1
H 1.69723 -5.54579 1.67304 0.1 -0.1 0.1
H 1.99483 -4.39848 0.36414 0.1 0.0 0.0
H 0.67723 -5.56705 0.22763 0.0 -0.1 0.0
H -0.49603 -4.49830 2.15066 0.2 0.1 0.0
H 0.80403 -3.29560 2.28669 -0.1 0.0 0.0
H 2.06900 -2.17244 0.95301 0.0 -0.1 0.0
H 3.41220 0.70591 -0.81919 0.0 -0.2 0.1
H 6.71019 -1.11866 1.68368 -0.1 -0.2 0.1
H 8.67768 0.56014 1.26825 0.2 0.0 0.1
H 7.93229 2.51319 -0.31444 0.2 0.2 0.0
H 1.72281 2.51362 -3.45296 -0.2 -0.1 0.0
H 0.38447 1.35613 -3.59985 0.1 0.0 0.0
H -0.42629 3.58062 -2.81260 -0.1 0.1 -0.1
H 0.67191 3.50418 -1.42858 0.0 0.1 0.1
H -0.67692 2.37359 -1.54670 -0.1 0.0 0.1
H -0.80046 0.09657 -2.35221 0.0 0.1 0.0
H -2.14273 -2.78876 -0.57084 -0.1 0.1 -0.1
H -5.04176 -1.73775 -2.28060 0.1 0.0 0.0
H -4.15727 -3.17190 -1.74320 0.0 0.0 0.0
H -5.79231 -2.57322 -0.03707 0.1 0.0 0.1
H -4.17968 -2.33661 0.60736 -0.1 0.0 0.0
H -4.66360 0.31520 -1.41608 0.0 -0.2 0.0
H -5.75032 1.82328 0.86511 0.0 0.0 -0.1
H -6.11768 2.26450 -0.81792 0.0 0.0 0.1
H -4.36827 3.72986 -0.21335 0.0 0.0 -0.1
H -3.61374 2.48686 -1.22761 0.0 0.1 -0.1
H -2.12565 0.93394 -0.28812 0.0 0.0 0.0
H -3.00220 0.39772 1.17438 0.0 0.0 0.0
H -0.57569 0.38339 1.62795 0.0 0.0 -0.1
H -0.46361 2.09907 1.13567 0.0 -0.1 0.0
H -2.39691 3.06202 3.99962 0.0 0.1 -0.1
H -1.54324 3.70934 2.56441 -0.1 0.0 0.0
H -3.95734 3.76067 2.12857 0.0 0.0 0.0
H -4.10190 2.02761 2.54722 0.0 0.1 0.0


# 5
22
Properties=species:S:1:pos:R:3:forces:R:3 method="wB97M-V/def2-TZVPD" lumo_energy_ev=0.7 gap_ev=8.759 relative_energy_kj_mol=391.9 homo_energy_ev=-8.02 charge=0
C 1.69233 -1.89415 0.05197 -0.2 0.0 0.0
C -1.34859 -1.06786 1.30801 -0.1 -0.4 -0.2
C -0.05877 2.07667 1.05670 -0.1 0.0 -0.1
C 0.40816 -0.01152 -0.63643 -0.1 -0.3 -0.6
C -0.76991 -0.27378 0.19564 0.0 0.2 0.5
C -0.56111 1.14370 -0.01981 0.9 -0.3 0.0
N 0.56852 -0.13561 -2.04724 0.0 -0.1 0.1
N -1.40169 1.78655 -1.00404 0.2 -0.1 0.0
N 1.17989 -0.56597 0.34951 -0.5 1.0 0.1
H 1.54113 -0.02152 -2.31059 -0.1 0.0 0.0
H 0.22512 -1.02237 -2.39524 0.1 0.0 0.0
H -1.72810 1.13117 -1.70660 0.0 -0.1 0.2
H -0.87747 2.49183 -1.51574 0.1 0.0 0.2
H 2.14462 -2.31699 0.94978 0.0 0.1 0.0
H 2.45796 -1.86689 -0.73369 -0.1 0.1 0.1
H 0.90557 -2.58279 -0.29402 0.0 0.1 0.0
H -2.44051 -1.06136 1.21591 0.1 0.0 0.0
H -1.01837 -2.10705 1.27448 0.0 0.0 0.0
H -1.10343 -0.65401 2.29107 0.1 0.1 -0.1
H 0.70566 1.58660 1.65801 0.0 0.0 0.0
H -0.88715 2.38391 1.69952 0.0 0.0 0.0
H 0.36614 2.98142 0.61278 0.0 0.0 0.0